C13H24N2O12P2 | the ωB97M-V functional and the def2-TZVPD basis

Calculated values
Orbital gap (eV): 9.7
HOMO (Ha): -0.332

Each atom is followed by the atoms it is bonded to, with distances in Å.
Element x y z (Å)
1 N 1.1345 3.3726 -0.3004  P2 1.536, H9 1.020
2 P 2.4315 3.9154 -0.9180  N1 1.536, O3 1.659, H10 1.399, H11 1.396
3 O 3.5811 4.5505 0.0959  P2 1.659, C4 1.351
4 C 4.2913 3.6825 0.8482  O3 1.351, O5 1.187, O6 1.371
5 O 4.6830 2.6140 0.5091  C4 1.187
6 O 4.5104 4.2269 2.0877  C4 1.371, P7 1.629
7 P 3.6900 3.4810 3.2810  O6 1.629, N8 1.543, H12 1.397, H13 1.391
8 N 2.3415 2.9152 2.7883  P7 1.543, H14 1.017
9 H 1.1020 3.4485 0.7165  N1 1.020
10 H 2.2920 5.0253 -1.7582  P2 1.399
11 H 3.1460 2.9847 -1.6739  P2 1.396
12 H 4.5763 2.5622 3.8481  P7 1.397
13 H 3.5984 4.5412 4.1771  P7 1.391
14 H 2.2689 1.9115 2.9335  N8 1.017
15 C -1.0561 -0.2708 -0.2225  C16 1.503, H22 1.091, H23 1.088, H24 1.086
16 C -0.4397 -0.2819 1.1479  C15 1.503, C17 1.509, O21 1.455, H25 1.089
17 C 1.0119 0.1276 1.1876  C16 1.509, O18 1.444, H26 1.083, H27 1.092
18 O 1.4995 -0.5927 2.3397  C17 1.444, C19 1.355
19 C 0.7238 -1.6935 2.4914  O18 1.355, O20 1.191, O21 1.347
20 O 0.9702 -2.5904 3.2359  C19 1.191
21 O -0.3493 -1.6329 1.6796  C16 1.455, C19 1.347
22 H -2.0377 -0.7470 -0.2044  C15 1.091
23 H -1.1682 0.7520 -0.5773  C15 1.088
24 H -0.4312 -0.8178 -0.9223  C15 1.086
25 H -1.0327 0.3048 1.8475  C16 1.089
26 H 1.1563 1.1938 1.3119  C17 1.083
27 H 1.5603 -0.2127 0.3066  C17 1.092
28 C 3.5978 -3.5829 -3.1976  C29 1.505, H35 1.089, H36 1.090, H37 1.091
29 C 2.3520 -2.8746 -3.6582  C28 1.505, C30 1.515, O34 1.441, H38 1.094
30 C 2.4904 -2.0340 -4.9113  C29 1.515, O31 1.434, H39 1.086, H40 1.092
31 O 1.4877 -1.0276 -4.7136  C30 1.434, C32 1.355
32 C 1.3057 -0.8825 -3.3786  O31 1.355, O33 1.187, O34 1.355
33 O 0.6783 -0.0166 -2.8632  C32 1.187
34 O 1.9445 -1.8709 -2.7077  C29 1.441, C32 1.355
35 H 3.4476 -4.0104 -2.2075  C28 1.089
36 H 3.8517 -4.3858 -3.8893  C28 1.090
37 H 4.4370 -2.8891 -3.1363  C28 1.091
38 H 1.5245 -3.5819 -3.7620  C29 1.094
39 H 2.2975 -2.5778 -5.8319  C30 1.086
40 H 3.4654 -1.5448 -4.9701  C30 1.092
41 C -7.2870 -0.9331 0.4606  C42 1.505, H48 1.089, H49 1.090, H50 1.091
42 C -5.9063 -1.1533 1.0186  C41 1.505, C43 1.515, O47 1.442, H51 1.094
43 C -5.8289 -1.4302 2.5061  C42 1.515, O44 1.432, H52 1.086, H53 1.093
44 O -4.5294 -0.9273 2.8378  C43 1.432, C45 1.353
45 C -4.2175 0.0393 1.9434  O44 1.353, O46 1.188, O47 1.354
46 O -3.2881 0.7726 2.0365  C45 1.188
47 O -5.1121 0.0462 0.9268  C42 1.442, C45 1.354
48 H -7.2294 -0.5717 -0.5650  C41 1.089
49 H -7.8500 -1.8661 0.4703  C41 1.090
50 H -7.8263 -0.1877 1.0460  C41 1.091
51 H -5.3852 -1.9343 0.4577  C42 1.094
52 H -5.8991 -2.4831 2.7644  C43 1.086
53 H -6.5748 -0.8625 3.0674  C43 1.093



C3H8NO3 | the ωB97M-V functional and the def2-TZVPD basis

Calculated values
Orbital gap (eV): 4.5
HOMO (Ha): -0.511
Net charge: +1
ΔE to the lowest compared entry with this formula, charge and spin (kcal/mol): 281.0

Each atom is followed by the atoms it is bonded to, with distances in Å.
Element x y z (Å)
1 O 2.6334 -0.1435 1.0550  C2 1.152
2 C 1.9691 -0.8383 0.4198  O1 1.152, O3 1.427
3 O 2.0829 -0.6493 -0.9905  C2 1.427, H8 0.977
4 C -0.9953 -0.2259 0.0829  C5 1.529, N7 1.447, H9 1.103, H13 1.168
5 C -0.7436 1.2268 0.4884  C4 1.529, O6 1.321, H10 1.139, H11 1.109
6 O -1.9103 1.7180 0.8649  C5 1.321
7 N -0.7215 -0.4554 -1.3194  C4 1.447, H14 1.011, H15 1.004
8 H 3.0557 -0.6927 -1.0661  O3 0.977
9 H -2.0773 -0.4318 0.0246  C4 1.103
10 H 0.0208 1.1681 1.3306  C5 1.139
11 H -0.0967 1.7668 -0.2330  C5 1.109
12 H -1.7025 0.2322 1.9011  no bonds
13 H -0.3966 -0.9831 0.7397  C4 1.168
14 H -1.3517 -1.1598 -1.6794  N7 1.011
15 H 0.2338 -0.5320 -1.6186  N7 1.004



C4H11N2O | the ωB97M-V functional and the def2-TZVPD basis

Calculated values
Orbital gap (alpha / beta) (eV): 13.1 / 7.3
HOMO (alpha / beta) (Ha): -0.778 / -0.777
2S+1: 2
Net charge: +2
ΔE to the lowest compared entry with this formula, charge and spin (kcal/mol): 27.7
⟨S²⟩: 0.755

Each atom is followed by the atoms it is bonded to, with distances in Å.
Element x y z (Å)
1 C 1.6560 -1.7361 0.7544  C2 1.525, H8 1.091, H9 1.097, H10 1.095
2 C 1.2938 -0.4430 0.0312  C1 1.525, C3 1.633, N7 1.445, H11 1.116
3 C -0.2397 -0.6339 -0.4973  C2 1.633, C4 1.516, H12 1.089, H13 1.091
4 C -1.2526 0.4938 -0.4726  C3 1.516, N5 1.291, O6 1.275
5 N -2.4150 0.2124 -0.9580  C4 1.291, H14 1.020, H15 1.012
6 O -1.0354 1.5804 0.1589  C4 1.275, H17 0.976
7 N 1.6135 0.7554 0.7735  C2 1.445, H16 1.031, H18 1.032
8 H 2.6671 -1.7800 1.1618  C1 1.091
9 H 1.0119 -1.9026 1.6261  C1 1.097
10 H 1.5638 -2.6336 0.1338  C1 1.095
11 H 1.8998 -0.3736 -0.9029  C2 1.116
12 H -0.5692 -1.4097 0.1924  C3 1.089
13 H -0.2037 -1.1256 -1.4709  C3 1.091
14 H -3.0835 0.9785 -1.0390  N5 1.020
15 H -2.6789 -0.7093 -1.2811  N5 1.012
16 H 2.3212 1.2817 0.2390  N7 1.031
17 H -0.2102 1.8116 0.6268  O6 0.976
18 H 2.0407 0.5169 1.6817  N7 1.032



C5H11NO | the ωB97M-V functional and the def2-TZVPD basis

Calculated values
Orbital gap (eV): 9.4
HOMO (Ha): -0.313
ΔE to the lowest compared entry with this formula, charge and spin (kcal/mol): 92.8

Each atom is followed by the atoms it is bonded to, with distances in Å.
Element x y z (Å)
1 C 1.7419 1.4056 -0.0643  N2 1.323, H8 1.041, H9 1.045
2 N 1.2838 0.1645 -0.0313  C1 1.323, O3 1.281, C4 1.553
3 O 2.1476 -0.7632 0.1552  N2 1.281
4 C -0.2189 -0.2018 -0.1719  N2 1.553, C5 1.475, C6 1.542, C7 1.538
5 C -0.8606 0.5243 -1.2844  C4 1.475, H10 1.071, H11 1.069, H12 1.138
6 C -0.3128 -1.7331 -0.0222  C4 1.542, H13 1.131, H14 1.029, H15 1.119
7 C -0.7385 0.2289 1.2097  C4 1.538, H16 1.100, H17 1.041, H18 1.114
8 H 2.7205 1.4812 0.2824  C1 1.041
9 H 1.0369 2.1739 -0.1294  C1 1.045
10 H -0.9490 0.0446 -2.2376  C5 1.071
11 H -1.8812 0.6211 -0.9817  C5 1.069
12 H -0.2539 1.4655 -1.4887  C5 1.138
13 H 0.3514 -1.9863 0.8575  C6 1.131
14 H 0.0522 -2.2117 -0.8572  C6 1.029
15 H -1.3341 -2.1686 0.1200  C6 1.119
16 H 0.0105 -0.0702 1.9577  C7 1.100
17 H -1.0391 1.2201 1.3178  C7 1.041
18 H -1.7566 -0.1951 1.3686  C7 1.114



C3H6OS3 | the ωB97M-V functional and the def2-TZVPD basis

Calculated values
Orbital gap (alpha / beta) (eV): 6.9 / 6.9
HOMO (alpha / beta) (Ha): -0.281 / -0.281
ΔE to the lowest compared entry with this formula, charge and spin (kcal/mol): 31.7

Each atom is followed by the atoms it is bonded to, with distances in Å.
Element x y z (Å)
1 C 0.3894 -0.8907 0.4112  C2 1.562, C3 1.480, H8 1.174, H9 1.100
2 C 0.5860 -1.3274 -1.0753  C1 1.562, S5 1.874, H10 1.147, H11 1.061
3 C 0.6056 0.5457 0.6953  C1 1.480, S6 1.872, H12 0.993, H13 1.015
4 O -2.8742 2.9094 0.4628  S7 1.482
5 S -0.4792 -0.1461 -2.0659  C2 1.874, S6 2.256
6 S -0.4513 1.4975 -0.5213  C3 1.872, S5 2.256, S7 2.049
7 S -1.8694 1.9108 0.8990  O4 1.482, S6 2.049
8 H -0.7448 -0.9115 0.7122  C1 1.174
9 H 0.9755 -1.6755 0.9126  C1 1.100
10 H 1.6810 -1.2366 -1.4059  C2 1.147
11 H 0.3056 -2.3461 -1.1710  C2 1.061
12 H 0.3339 0.7735 1.6228  C3 0.993
13 H 1.5419 0.8971 0.5236  C3 1.015



C6H14O2 | the ωB97M-V functional and the def2-TZVPD basis

Calculated values
Orbital gap (eV): 11.1
HOMO (Ha): -0.376
ΔE to the lowest compared entry with this formula, charge and spin (kcal/mol): 19.6

Each atom is followed by the atoms it is bonded to, with distances in Å.
Element x y z (Å)
1 C 2.3326 -0.3073 -0.1905  C2 1.531, H8 1.084, H9 1.114, H10 1.100
2 C 0.9500 0.0214 -0.7608  C1 1.531, C3 1.516, C4 1.539, H11 1.069
3 C 0.5793 1.4497 -0.4116  C2 1.516, H12 1.100, H13 1.088, H14 1.081
4 C -0.0608 -1.0267 -0.2631  C2 1.539, C5 1.540, H15 1.100, H16 1.096
5 C -1.4968 -0.9403 -0.8134  C4 1.540, C6 1.485, H17 1.079, H18 1.094
6 C -2.4214 0.0889 -0.2736  C5 1.485, O7 1.201, H19 1.104
7 O -2.1952 0.9023 0.5812  C6 1.201
8 H 2.4898 -0.0383 0.8481  C1 1.084
9 H 3.1135 0.2508 -0.7554  C1 1.114
10 H 2.6240 -1.3481 -0.3972  C1 1.100
11 H 0.9781 -0.0771 -1.8246  C2 1.069
12 H 0.2976 1.5632 0.6459  C3 1.100
13 H 1.3446 2.1807 -0.6647  C3 1.088
14 H -0.2925 1.8129 -0.9378  C3 1.081
15 H -0.1595 -1.0551 0.8325  C4 1.100
16 H 0.3188 -2.0060 -0.5765  C4 1.096
17 H -1.5267 -0.8280 -1.8858  C5 1.079
18 H -1.9714 -1.9096 -0.6348  C5 1.094
19 H -3.4166 0.0581 -0.7504  C6 1.104
20 O -0.7169 0.3408 3.0555  H21 0.966, H22 0.961
21 H -0.9974 0.3487 2.1313  O20 0.966
22 H 0.2270 0.5192 3.0457  O20 0.961